One molecule with the formula C5H9NO in a non-equilibrium geometry. Source: OMol25; level of theory: ωB97M-V/def2-TZVPD.

```
! wB97M-V def2-TZVPD RIJCOSX def2/J DEFGRID3
* xyz 0 1
C -1.656 2.329 -0.269
C -0.646 1.595 0.278
C 0.110 0.585 -0.523
C -0.317 -0.922 -0.120
N 0.758 -1.907 -0.144
C 1.828 -1.713 0.774
O 2.105 -2.342 1.751
H -2.381 1.787 -0.866
H -1.694 3.407 -0.186
H -0.232 1.739 1.277
H -0.114 0.862 -1.554
H 1.144 0.553 -0.212
H -0.977 -1.206 -0.968
H -0.958 -0.930 0.765
H 0.475 -2.845 -0.381
H 2.555 -0.993 0.379
*
```

Properties
Structure (SMILES) = C=CCCNC=O
Energy = -325.805613 Ha
LUMO level = 0.68 eV
Relative energy (zero: lowest compared OMol25 entry of this formula, charge and spin) = 82.8 kcal/mol

Atom charges from the Löwdin analysis, given in e for atoms 1 to 8:
1. C -0.002
2. C -0.200
3. C -0.171
4. C -0.197
5. N -0.021
6. C -0.340
7. O 0.076
8. H 0.056